No. 1
{"formula": "C11H29FeN3O9P", "method": "the ωB97M-V functional and the def2-TZVPD basis", "homo_energy_ha": [-0.0572, -0.0589], "spin_multiplicity": 5, "orbital_gap_ev": [3.520, 3.565], "total_charge": -1, "elements": ["Fe", "P", "O", "O", "O", "O", "C", "O", "H", "H", "H", "H", "C", "O", "H", "H", "H", "H", "C", "O", "N", "C", "C", "H", "H", "H", "H", "H", "H", "H", "C", "O", "N", "C", "C", "H", "H", "H", "H", "H", "H", "H", "C", "O", "N", "C", "C", "H", "H", "H", "H", "H", "H", "H"], "coordinates": [[-33.6111, -34.6370, -9.6536], [-31.3987, -35.9167, -9.4120], [-31.6712, -34.5553, -10.1456], [-32.6656, -35.8827, -8.5133], [-29.9884, -35.4594, -8.9342], [-31.3135, -36.8055, -10.6298], [-34.4979, -36.5059, -12.5399], [-33.6512, -36.0528, -11.4726], [-34.0546, -36.6068, -13.5306], [-34.8965, -37.4381, -12.1396], [-35.3291, -35.8011, -12.5628], [-32.8569, -36.5914, -11.4972], [-32.5108, -35.1706, -5.2881], [-33.5707, -35.2340, -6.2356], [-31.9945, -36.1302, -5.3133], [-31.7902, -34.4202, -5.6133], [-32.9600, -34.9707, -4.3152], [-33.1091, -35.4695, -7.0437], [-32.9884, -32.2833, -7.6044], [-33.2832, -32.9778, -8.5643], [-33.9080, -31.4346, -7.0716], [-35.3168, -31.1657, -7.4889], [-33.6215, -30.9049, -5.7268], [-32.0206, -32.2300, -7.0823], [-35.6001, -31.5909, -8.4518], [-35.6693, -30.1346, -7.5131], [-36.0194, -31.6346, -6.8000], [-33.7318, -29.8220, -5.6708], [-34.3506, -31.3001, -5.0195], [-32.6052, -31.1525, -5.4201], [-35.4232, -32.4542, -11.2755], [-34.5699, -33.2471, -10.9331], [-35.2344, -31.1606, -11.5927], [-36.3078, -30.1685, -11.7560], [-33.8112, -30.7165, -11.6527], [-36.4925, -32.7139, -11.3136], [-37.2849, -30.6342, -11.6278], [-36.3758, -29.6708, -12.7233], [-36.2577, -29.4390, -10.9476], [-33.0391, -31.4858, -11.6466], [-33.6339, -30.1707, -12.5794], [-33.6918, -30.0066, -10.8342], [-36.2325, -35.5834, -8.0469], [-35.4752, -34.8922, -8.7634], [-37.4478, -36.0224, -8.4993], [-38.1312, -35.6754, -9.7263], [-38.2624, -37.0558, -7.7637], [-35.9813, -35.9516, -7.0402], [-39.1048, -35.2444, -9.4930], [-38.2927, -36.5308, -10.3822], [-37.6071, -34.8745, -10.2480], [-38.8093, -37.6780, -8.4721], [-37.7963, -37.7688, -7.0837], [-39.0423, -36.5028, -7.2401]]}

---

No. 2
{"formula": "C11H29FeN3S2", "method": "the ωB97M-V functional and the def2-TZVPD basis", "homo_energy_ha": [-0.5572, -0.5581], "spin_multiplicity": 5, "orbital_gap_ev": [9.615, 8.868], "total_charge": 2, "elements": ["Fe", "S", "S", "C", "C", "C", "N", "C", "C", "H", "H", "H", "H", "H", "H", "H", "H", "C", "H", "H", "H", "H", "H", "H", "H", "C", "C", "H", "H", "H", "H", "N", "C", "C", "C", "N", "H", "H", "H", "H", "H", "H", "H", "H", "H", "H"], "coordinates": [[-0.4313, -0.0205, 0.1660], [-0.8932, 2.2923, -0.0756], [-0.7629, -2.3560, 0.0375], [-2.7260, 2.3241, -0.1377], [-0.6032, 2.3623, -1.8895], [-1.0664, 1.1348, -2.6611], [-0.5197, -0.0799, -2.0203], [-1.0098, -1.3415, -2.6020], [-0.4891, -2.5077, -1.7777], [0.4791, 2.5034, -1.9916], [-1.1235, 3.2634, -2.2326], [-0.7088, 1.1963, -3.7039], [-2.1644, 1.0670, -2.6827], [-0.6520, -1.4342, -3.6409], [-2.1091, -1.3279, -2.6241], [0.5970, -2.6111, -1.8828], [-0.9740, -3.4472, -2.0653], [-2.5939, -2.4529, -0.0008], [0.4997, -0.0559, -2.1540], [-3.0558, -1.6467, -0.5826], [-2.9291, -2.3998, 1.0400], [-2.8527, -3.4282, -0.4255], [-3.0763, 2.3080, 0.9000], [-3.1582, 1.4807, -0.6904], [-3.0105, 3.2712, -0.6090], [4.9034, 0.1821, -1.4925], [4.9524, 0.2361, -0.1481], [4.8718, 1.0946, -2.1050], [4.9440, -0.7734, -2.0352], [4.9650, 1.1963, 0.3868], [5.0659, -0.6723, 0.4605], [1.4281, 0.0803, 1.1956], [1.4733, -0.7064, 2.4630], [0.7002, -0.0248, 3.5888], [-0.5363, 0.7722, 3.1819], [-1.3313, 0.0374, 2.1523], [1.5618, 1.0812, 1.3723], [2.1768, -0.1833, 0.5493], [1.0467, -1.6896, 2.2388], [2.5214, -0.8500, 2.7475], [0.4142, -0.7880, 4.3278], [1.3665, 0.6647, 4.1238], [-1.1856, 0.9643, 4.0501], [-0.2492, 1.7438, 2.7502], [-2.2536, 0.4695, 2.0532], [-1.5018, -0.9286, 2.4453]]}

---

No. 3
{"formula": "C11H29Hg2O11", "method": "the ωB97M-V functional and the def2-TZVPD basis", "homo_energy_ha": [-0.2263, -0.3304], "spin_multiplicity": 2, "orbital_gap_ev": [4.860, 7.695], "elements": ["Hg", "Hg", "C", "C", "O", "O", "H", "H", "H", "C", "C", "O", "O", "H", "H", "H", "C", "C", "O", "O", "H", "H", "H", "C", "O", "H", "H", "H", "H", "C", "O", "H", "H", "H", "H", "C", "O", "H", "H", "H", "H", "C", "O", "H", "H", "H", "H", "C", "O", "H", "H", "H", "H"], "coordinates": [[-0.7480, -1.6647, 2.2390], [2.4880, -1.5019, -0.0443], [-0.3328, 1.8796, -0.1246], [-0.3349, 0.7182, 0.7583], [-1.4354, 0.3966, 1.2078], [0.6216, 0.0275, 0.9923], [0.2667, 1.7889, -1.0304], [0.1266, 2.6414, 0.5053], [-1.3354, 2.2435, -0.3494], [3.1993, -3.7248, 3.6620], [2.8572, -2.9152, 2.4189], [3.7312, -2.8234, 1.5632], [1.7391, -2.4185, 2.2490], [2.3368, -4.0634, 4.2360], [3.6917, -3.0632, 4.3747], [3.8763, -4.5704, 3.5411], [-0.9113, -4.5034, -1.3769], [-0.6223, -3.3281, -0.3749], [0.3422, -2.4885, -0.4932], [-1.4272, -3.0589, 0.5448], [-0.6295, -4.3529, -2.4190], [-1.9940, -4.6295, -1.3689], [-0.3623, -5.3881, -1.0543], [-2.8589, -0.8488, -1.9302], [-3.7125, -0.5584, -3.0254], [-2.9146, -1.8811, -1.5846], [-1.8765, -0.5294, -2.2780], [-3.0513, -0.1423, -1.1228], [-4.6289, -0.7441, -2.8081], [-2.2403, 3.0097, -3.3333], [-1.7185, 1.9066, -4.0410], [-2.7871, 2.7900, -2.4163], [-1.3759, 3.6371, -3.1159], [-2.8578, 3.5227, -4.0705], [-2.4682, 1.3078, -4.0717], [1.1394, 5.2005, 0.6069], [1.7385, 6.4495, 0.5064], [0.3954, 5.0416, 1.3875], [0.6985, 5.0145, -0.3725], [1.8226, 4.4067, 0.9086], [2.0563, 6.5819, -0.3898], [0.4854, 0.3602, 4.3932], [-0.5845, -0.5598, 4.2530], [1.1191, 0.3732, 3.5064], [0.1257, 1.3888, 4.4196], [0.9883, 0.1202, 5.3300], [-1.1070, -0.5889, 5.0579], [1.2136, -0.2471, -2.7249], [2.1656, 0.2181, -1.8033], [0.3993, -0.5450, -2.0643], [0.6298, 0.4468, -3.3297], [1.4240, -1.1988, -3.2129], [2.6372, 0.8667, -2.3309]]}

---

no.,E_tot (hartree),strongest force on any atom (hartree/bohr)
1,-2883.059143,0.15109
2,-2660.352872,0.02723
3,-1570.842351,0.08941